Record 1
{"formula": "C12H33F8N2O19S4Y", "method": "wB97M-V/def2-TZVPD", "homo_lumo_gap_ev": 5.694, "spin_multiplicity": 1, "homo_energy_ev": -9.352, "total_energy_ha": -4446.0265, "symbols": ["Y", "C", "F", "F", "F", "S", "O", "O", "O", "C", "F", "F", "F", "S", "O", "O", "O", "N", "S", "O", "O", "F", "S", "O", "O", "F", "O", "H", "H", "O", "H", "H", "C", "C", "O", "O", "H", "H", "H", "H", "H", "H", "C", "C", "O", "O", "H", "H", "H", "H", "H", "H", "C", "C", "O", "O", "H", "H", "H", "H", "H", "H", "C", "C", "C", "O", "C", "N", "H", "H", "H", "H", "H", "H", "H", "H", "H", "H", "H"], "coordinates": [[4.96593, -1.02846, -0.29721], [0.32273, -2.31939, 0.03645], [-0.15378, -1.93314, -1.12869], [-0.67370, -2.47659, 0.88627], [0.98177, -3.46329, -0.07334], [1.49174, -0.95483, 0.75060], [2.74516, -1.22814, -0.02608], [0.83912, 0.28582, 0.43676], [1.72494, -1.23353, 2.16585], [3.21033, 1.52199, -4.17016], [4.29600, 0.97160, -4.69925], [2.98448, 2.68768, -4.72539], [2.18626, 0.69164, -4.30644], [3.48090, 1.81058, -2.29739], [4.63961, 2.68226, -2.20868], [2.17861, 2.26926, -1.84593], [3.79384, 0.47931, -1.67813], [5.12111, -2.35663, -2.09594], [6.15577, -2.73674, -3.21152], [5.90701, -2.10348, -4.46693], [6.97249, -3.91746, -3.16005], [7.34731, -1.81978, -2.54744], [3.98472, -3.49011, -2.68364], [4.25891, -4.86777, -2.44606], [3.30605, -3.12058, -3.87648], [2.92102, -3.10529, -1.60267], [0.54427, -2.15718, 4.41747], [-0.06558, -1.44830, 4.66952], [1.09712, -1.77034, 3.71610], [4.40912, -0.86048, 2.12633], [3.49490, -0.61018, 2.39408], [4.92498, -0.85606, 2.94578], [-0.29141, 3.83551, 3.28838], [0.03812, 2.43036, 2.82333], [-0.74805, 2.06626, 1.68889], [0.23744, 4.80107, 2.37832], [0.14632, 4.02481, 4.27070], [-1.35252, 4.00451, 3.49336], [-0.12620, 1.65946, 3.58802], [1.08968, 2.32420, 2.53003], [-0.37121, 1.23909, 1.35510], [-0.22662, 4.59918, 1.55341], [-2.40327, -2.38396, -4.01796], [-1.37665, -2.55140, -5.13347], [-1.86514, -2.06493, -6.40347], [-3.31738, -3.44614, -3.84362], [-2.91086, -1.43518, -4.21625], [-1.85266, -2.31517, -3.08136], [-1.07290, -3.58554, -5.29974], [-0.53953, -1.90300, -4.86186], [-1.10213, -1.73520, -6.88246], [-3.88754, -3.53559, -4.61295], [-1.55721, 1.50200, -2.34603], [-1.13782, 2.59346, -3.30224], [-0.21345, 3.47655, -2.62879], [-1.96453, 2.12946, -1.13326], [-0.75344, 0.79654, -2.11031], [-2.38493, 0.91743, -2.75414], [-1.96813, 3.24079, -3.58149], [-0.57888, 2.29878, -4.19597], [0.60472, 2.96022, -2.53445], [-1.20881, 2.19902, -0.54382], [-3.87033, 0.58051, 2.62572], [-2.98008, 0.37360, 3.82849], [-3.84531, 0.24532, 5.10521], [-4.56109, 1.44637, 5.25438], [-5.35544, 1.46542, 6.43271], [-2.05441, -0.74144, 3.65430], [-4.51486, 1.45852, 2.72354], [-4.59232, -0.23740, 2.54573], [-3.26581, 0.78273, 1.74135], [-2.47629, 1.32177, 4.03384], [-3.19546, 0.00979, 5.95846], [-4.58891, -0.56763, 5.07211], [-5.03101, 0.83362, 7.25902], [-6.36225, 1.20319, 6.08678], [-5.40478, 2.50439, 6.76212], [-1.62357, -0.75180, 2.73761], [-2.57624, -1.61189, 3.69491]], "forces_ev_per_angstrom": [[-3.8, 1.8, -1.0], [0.7, 0.6, 0.9], [0.3, 0.0, -0.1], [-0.2, 0.1, 0.2], [-0.1, 0.1, 0.0], [-0.9, -0.7, -0.2], [0.9, 0.2, 0.5], [0.7, -0.7, -0.1], [0.3, 0.4, -1.1], [0.8, -0.5, 1.8], [0.0, 0.0, -0.1], [-0.3, 0.1, -0.2], [-0.2, 0.1, -0.4], [-0.1, 1.8, -0.2], [-1.0, -0.7, 0.0], [1.4, -0.4, -0.3], [1.5, -1.5, 0.7], [-1.9, -2.7, -0.3], [8.8, 2.0, -2.9], [-0.7, -0.7, 0.9], [-2.6, -0.5, 0.1], [-0.7, 1.4, 0.6], [-5.4, -1.3, 0.8], [1.0, 1.1, 0.2], [1.3, 0.4, 0.0], [0.4, -0.2, 0.4], [0.4, 0.2, 0.1], [-0.2, -0.2, -0.2], [-0.6, -0.3, 0.5], [0.9, 0.3, -0.3], [-0.2, -0.5, -0.3], [0.0, 0.0, -0.1], [0.5, 0.1, 0.3], [-0.2, -0.9, -0.1], [-0.3, 0.3, 0.1], [-0.6, -0.5, 0.1], [0.5, -0.1, -0.1], [-0.2, -0.3, -0.5], [-0.1, 0.4, 0.4], [0.1, 0.5, 0.2], [-0.1, 0.4, 0.0], [0.3, 0.3, -0.1], [0.2, -0.1, -0.6], [-0.1, 0.6, -0.6], [-0.3, -0.1, 0.4], [0.0, -0.2, 0.0], [-0.1, 0.1, 0.2], [-0.1, 0.0, 0.1], [0.2, -0.1, 0.5], [0.3, -0.3, 0.2], [-0.1, 0.0, -0.1], [0.1, 0.2, -0.1], [0.0, 0.2, 0.5], [1.4, 1.2, 0.2], [0.0, -0.5, -0.2], [-0.6, -0.7, -0.1], [0.2, 0.1, -0.3], [-0.1, 0.1, 0.1], [-0.2, -0.3, 0.0], [-0.6, -0.7, -0.2], [-0.2, 0.5, 0.2], [0.1, 0.2, 0.0], [-0.6, 0.6, -0.1], [-1.1, 0.6, 0.4], [0.2, -0.8, -0.4], [0.9, 0.1, 0.8], [-0.8, 0.7, -1.0], [0.0, -0.1, 0.7], [0.2, 0.1, 0.3], [0.4, -0.3, -0.5], [-0.1, -0.5, -0.2], [0.6, -0.2, -0.3], [0.0, 0.3, 0.1], [0.2, -0.2, -0.4], [0.3, -0.1, -0.2], [-0.1, -0.3, 0.6], [0.1, -0.1, 0.1], [-0.1, 0.3, -0.1], [0.0, 0.0, 0.1]], "mulliken_charge": [1.850, 0.520, -0.189, -0.157, -0.200, 0.326, 0.413, -0.543, -0.814, 0.599, -0.223, -0.186, -0.192, 1.003, -0.670, -0.572, -0.549, -0.089, 0.959, -0.476, -0.543, -0.381, 0.807, -0.522, -0.492, -0.043, -0.682, 0.294, 0.435, -0.543, 0.289, 0.289, -0.783, -0.009, -0.384, -0.568, 0.408, 0.287, 0.309, 0.140, 0.343, 0.355, 0.049, -0.157, -0.537, -0.571, 0.217, 0.011, 0.281, 0.106, 0.306, 0.325, 0.220, -0.415, -0.523, -0.492, -0.152, 0.206, 0.297, 0.274, 0.372, 0.318, -1.564, 0.971, -0.887, -0.298, -0.788, -0.154, 0.368, 0.363, 0.385, -0.315, 0.429, 0.409, 0.327, 0.284, 0.240, 0.041, 0.237]}

---

Record 2
{"formula": "C12H33LiN3O3", "method": "wB97M-V/def2-TZVPD", "homo_lumo_gap_ev": 10.603, "total_charge": 1, "spin_multiplicity": 1, "homo_energy_ev": -12.728, "total_energy_ha": -874.3635, "symbols": ["Li", "C", "C", "C", "O", "C", "N", "H", "H", "H", "H", "H", "H", "H", "H", "H", "H", "H", "C", "C", "C", "O", "C", "N", "H", "H", "H", "H", "H", "H", "H", "H", "H", "H", "H", "C", "C", "C", "O", "C", "N", "H", "H", "H", "H", "H", "H", "H", "H", "H", "H", "H"], "coordinates": [[17.87428, -11.24746, 18.40048], [21.78752, -12.42829, 19.54672], [20.55325, -11.90483, 18.85255], [20.16153, -12.62428, 17.55734], [19.18977, -11.84458, 16.86370], [19.04718, -12.12008, 15.48630], [19.40707, -11.70650, 19.77156], [22.73314, -12.16473, 19.07102], [21.75016, -13.52355, 19.62534], [21.90633, -12.10540, 20.58303], [20.83795, -10.87287, 18.60334], [19.76631, -13.62158, 17.77121], [21.05916, -12.68920, 16.93856], [18.97470, -13.20505, 15.32915], [19.92038, -11.76331, 14.93870], [18.09538, -11.74735, 15.11545], [19.82199, -11.18488, 20.53993], [19.16861, -12.59286, 20.22244], [15.84678, -14.65441, 16.58426], [15.72354, -13.30949, 17.29192], [14.31631, -13.34426, 17.89911], [14.11195, -12.18830, 18.68486], [12.84533, -12.16437, 19.30120], [16.83060, -13.17218, 18.32129], [16.70291, -14.72027, 15.91518], [14.92704, -14.92274, 16.06011], [15.89015, -15.43002, 17.35535], [15.79164, -12.39078, 16.69900], [14.16465, -14.23700, 18.52123], [13.57391, -13.44471, 17.10124], [12.02480, -12.26034, 18.57800], [12.64054, -11.19774, 19.76065], [12.72568, -12.98501, 20.01415], [16.37424, -13.24488, 19.23167], [17.24344, -14.09381, 18.19103], [17.88011, -8.50993, 19.74610], [16.50132, -9.08230, 19.38530], [16.21824, -8.86433, 17.90044], [17.28942, -9.35038, 17.11493], [17.39504, -8.77115, 15.82230], [16.48756, -10.48989, 19.80018], [17.96030, -8.39117, 20.82519], [18.06648, -7.52059, 19.31031], [18.70502, -9.05443, 19.28754], [15.74719, -8.53482, 19.96097], [16.03933, -7.79295, 17.78340], [15.30732, -9.41335, 17.62397], [16.68760, -9.28280, 15.16108], [18.40740, -8.96203, 15.47495], [17.17092, -7.70448, 15.79362], [15.68943, -10.99566, 19.41199], [16.17831, -10.48009, 20.77077]], "forces_ev_per_angstrom": [[0.1, -0.2, 0.0], [0.5, -1.5, 0.3], [0.2, 1.4, 0.1], [0.4, 0.6, 0.1], [-0.3, 0.5, 0.8], [0.1, -1.2, 0.1], [0.5, -0.7, -0.1], [-0.2, 0.0, -0.3], [0.1, 0.0, -0.1], [-0.4, 0.4, -0.1], [-0.3, -0.1, -0.5], [0.0, -0.1, -0.1], [0.1, -0.3, 0.0], [0.2, 0.0, 0.0], [-0.2, 0.2, -0.2], [0.2, 0.6, 0.1], [-0.5, 0.3, 0.0], [-0.1, 0.0, -0.3], [-0.2, 0.1, -0.2], [-0.6, 0.2, 0.7], [0.3, 0.2, 0.4], [0.1, 0.3, -0.1], [-1.0, -0.1, -0.2], [-1.1, -0.9, -0.5], [0.0, -0.1, 0.0], [0.2, 0.3, -0.4], [0.4, 0.0, 0.0], [-0.1, -0.5, -0.5], [0.3, -0.1, 0.1], [0.0, 0.4, -0.1], [0.2, -0.2, -0.2], [0.6, -0.1, 0.3], [0.1, 0.1, 0.2], [0.2, 0.2, 0.0], [0.7, 0.3, 0.5], [0.0, 0.9, -0.4], [0.7, 0.6, -0.1], [-0.6, -0.5, 0.5], [0.3, 0.3, 0.6], [-0.3, -0.7, -0.2], [-1.0, -0.4, 0.1], [0.3, -0.3, 0.0], [-0.6, 0.1, 0.2], [-0.1, -0.5, 0.5], [-0.1, 0.2, -0.3], [0.2, 0.0, -0.3], [-0.1, 0.2, 0.0], [0.0, 0.1, -0.2], [0.0, 0.1, 0.0], [0.1, 0.0, 0.3], [-0.1, 0.3, -0.5], [0.8, -0.2, 0.2]], "nbo_charge": [0.845, -0.634, -0.083, -0.068, -0.583, -0.248, -0.862, 0.232, 0.209, 0.224, 0.198, 0.176, 0.197, 0.174, 0.190, 0.200, 0.377, 0.363, -0.638, -0.074, -0.071, -0.567, -0.258, -0.874, 0.225, 0.234, 0.213, 0.196, 0.170, 0.188, 0.179, 0.202, 0.178, 0.371, 0.369, -0.620, -0.078, -0.077, -0.578, -0.245, -0.898, 0.220, 0.221, 0.210, 0.194, 0.194, 0.177, 0.174, 0.200, 0.189, 0.391, 0.378]}